Version P
Molecular formula: C7H18N2
Method: DFT, ωB97M-V/def2-TZVPD

Results
- frontier orbital gap (eV) = 6.7
- spin multiplicity = 1
- molecular weight (g/mol) = 130.2

Last column: natural (NBO) charge in e.
Positions of all 27 atoms, in Å:
C -0.239 -1.369 1.905  -0.43
C 0.637 -1.937 -0.628  -0.41
N 0.449 -0.805 0.741  -0.18
N 1.785 -0.457 1.120  -0.72
H 2.113 0.245 0.457  0.40
H 2.272 -1.268 1.500  0.36
H 0.343 -2.189 2.340  0.18
H -1.210 -1.752 1.603  0.21
H -0.369 -0.600 2.669  0.22
H -0.273 -2.035 -1.208  0.20
H 1.501 -1.750 -1.251  0.22
H 0.795 -2.848 -0.043  0.18
C -1.757 0.418 -0.172  -0.66
C -0.234 1.948 1.092  -0.63
C 0.005 0.837 -2.528  -0.63
C -0.307 0.819 0.064  0.18
C 0.475 1.022 -1.123  -0.52
H 1.311 1.711 -1.024  0.18
H -1.808 -0.588 -0.588  0.20
H -2.332 0.421 0.753  0.20
H -2.220 1.093 -0.891  0.23
H 0.786 2.298 1.228  0.22
H -0.860 2.782 0.772  0.22
H -0.606 1.628 2.071  0.19
H -0.155 1.799 -3.037  0.19
H 0.792 0.334 -3.097  0.19
H -0.893 0.243 -2.726  0.20

Version Q
Molecular formula: C7H18N2
Method: DFT, ωB97M-V/def2-TZVPD

Results
- frontier orbital gap (eV) = 9.8
- spin multiplicity = 1
- molecular weight (g/mol) = 130.2
- structure (SMILES) = CC[C@H](C)C[C@H](C)NN

Last column: natural (NBO) charge in e.
Positions of all 27 atoms, in Å:
C 0.602 -0.476 -3.380  -0.58
C -0.525 -0.476 -2.418  -0.41
C 0.086 -0.531 -0.996  -0.19
C 0.017 -1.997 -0.541  -0.61
C -0.625 0.487 -0.008  -0.39
C -0.041 0.417 1.473  -0.06
C -1.074 0.027 2.418  -0.62
N 0.499 1.739 1.760  -0.50
N 1.487 1.870 2.845  -0.67
H 1.508 0.315 -3.194  0.19
H 0.282 -0.412 -4.362  0.20
H 1.011 -1.469 -3.296  0.19
H -1.202 -1.254 -2.713  0.20
H -1.107 0.412 -2.548  0.19
H 1.138 -0.285 -0.950  0.20
H 0.573 -1.963 0.398  0.20
H -1.102 -2.272 -0.442  0.20
H 0.576 -2.619 -1.232  0.21
H -1.636 0.250 0.009  0.19
H -0.448 1.538 -0.422  0.22
H 0.842 -0.274 1.569  0.20
H -0.532 -0.143 3.396  0.21
H -1.621 -0.801 2.027  0.21
H -1.740 0.849 2.583  0.20
H -0.234 2.425 1.683  0.34
H 2.205 2.512 2.622  0.35
H 1.061 2.132 3.719  0.33

Here are the energies relative to the best structure, in kcal/mol: version P 61.9; version Q 0.0.

Version P
Molecular formula: C2H5N5
Method: DFT, ωB97M-V/def2-TZVPD

Results
- frontier orbital gap (eV) = 7.8
- spin multiplicity = 1
- molecular weight (g/mol) = 99.1

Last column: natural (NBO) charge in e.
Positions of all 12 atoms, in Å:
C -2.307 0.838 0.002  -0.08
C 1.969 -0.691 -0.084  -0.43
N -2.583 -0.441 -0.025  -0.02
N -1.005 1.171 0.004  -0.24
N -2.015 -1.444 -0.076  0.05
N -0.198 0.197 0.087  -0.06
N 1.097 0.355 0.286  -0.41
H -3.032 1.504 0.139  0.20
H 1.232 -1.437 -0.516  0.24
H 2.675 -0.401 -0.923  0.19
H 2.754 -0.925 0.754  0.20
H 1.412 1.275 0.352  0.36

Version Q
Molecular formula: C2H5N5
Method: DFT, ωB97M-V/def2-TZVPD

Results
- frontier orbital gap (eV) = 9.5
- spin multiplicity = 1
- molecular weight (g/mol) = 99.1
- structure (SMILES) = NNc1c[nH]nn1

Last column: natural (NBO) charge in e.
Positions of all 12 atoms, in Å:
N -1.150 0.807 -2.153  -0.66
N -0.992 1.054 -0.793  -0.43
C -0.149 0.203 -0.048  0.20
C 1.108 -0.337 -0.268  -0.17
N 1.368 -0.961 0.926  -0.34
N 0.386 -0.767 1.797  -0.04
N -0.513 -0.057 1.243  -0.27
H -0.359 1.249 -2.597  0.35
H -1.238 -0.227 -2.522  0.33
H -1.887 1.008 -0.295  0.37
H 1.835 -0.290 -1.112  0.24
H 2.211 -1.465 1.278  0.42

Here are the energies relative to the best structure, in kcal/mol: version P 55.8; version Q 0.0.

Version P
Molecular formula: C3H11N2
Method: DFT, ωB97M-V/def2-TZVPD

Results
- net charge = +1
- frontier orbital gap (eV) = 5.8
- spin multiplicity = 1
- molecular weight (g/mol) = 75.1

Last column: natural (NBO) charge in e.
Positions of all 16 atoms, in Å:
C 0.276 -2.232 0.762  -0.44
C 0.107 0.355 -1.335  -0.18
C -0.271 1.657 -0.755  -0.34
N 0.107 1.776 0.658  -0.75
N -0.515 -0.993 0.826  -0.58
H 0.293 -2.715 1.744  0.26
H 1.282 -1.940 0.433  0.21
H 1.176 0.186 -1.508  0.26
H -0.422 0.331 -2.298  0.25
H -1.314 1.922 -0.850  0.26
H 0.235 2.539 -1.174  0.33
H 0.225 0.985 1.283  0.41
H 0.685 2.546 0.959  0.40
H -0.445 -0.342 -0.158  0.28
H -1.363 -1.100 1.376  0.41
H -0.055 -2.975 0.038  0.22

Version Q
Molecular formula: C3H11N2
Method: DFT, ωB97M-V/def2-TZVPD

Results
- net charge = +1
- frontier orbital gap (eV) = 9.2
- spin multiplicity = 1
- molecular weight (g/mol) = 75.1

Last column: natural (NBO) charge in e.
Positions of all 16 atoms, in Å:
N -0.158 -0.106 2.501  -0.91
H 0.123 -0.470 1.517  0.47
H -1.089 -0.448 2.751  0.45
H 0.450 -0.446 3.251  0.45
H -0.143 0.919 2.473  0.45
N -0.430 1.026 -2.086  -0.80
C -0.427 0.694 -0.652  -0.27
C 1.248 -1.087 -0.114  -0.37
C -0.001 -0.735 -0.440  -0.23
H -0.862 1.951 -2.142  0.37
H -1.056 0.405 -2.587  0.36
H -1.413 0.894 -0.204  0.17
H 0.269 1.345 -0.112  0.18
H 1.506 -2.133 -0.011  0.23
H 2.000 -0.345 0.137  0.21
H -0.686 -1.521 -0.745  0.23

Here are the energies relative to the best structure, in kcal/mol: version P 106.5; version Q 0.0.

Version P
Molecular formula: C3H11N2
Method: DFT, ωB97M-V/def2-TZVPD

Results
- net charge = +1
- frontier orbital gap (eV) = 11.2
- spin multiplicity = 1
- molecular weight (g/mol) = 75.1

Last column: natural (NBO) charge in e.
Positions of all 16 atoms, in Å:
C 1.492 -0.523 -1.202  -0.44
C -0.458 0.547 -2.014  0.08
N 0.181 0.089 -1.023  -0.41
H 1.441 -1.585 -0.964  0.24
H 2.194 -0.083 -0.494  0.23
H 1.881 -0.386 -2.208  0.23
H -0.009 0.482 -3.001  0.20
H -1.428 1.010 -1.912  0.21
H -0.185 0.214 0.092  0.44
C -0.706 -0.627 2.337  -0.42
N -0.505 0.563 1.441  -0.82
H -0.502 -1.513 1.737  0.20
H -1.755 -0.727 2.607  0.22
H -0.091 -0.550 3.222  0.23
H 0.147 1.204 1.877  0.40
H -1.357 1.113 1.407  0.39

Version Q
Molecular formula: C3H11N2
Method: DFT, ωB97M-V/def2-TZVPD

Results
- net charge = +1
- frontier orbital gap (eV) = 11.5
- spin multiplicity = 1
- molecular weight (g/mol) = 75.1

Last column: natural (NBO) charge in e.
Positions of all 16 atoms, in Å:
C -1.239 -0.897 1.258  -0.46
C 0.484 0.476 1.964  0.03
N 0.168 -0.495 1.210  -0.48
H -1.619 -1.097 0.251  0.19
H -1.980 -0.225 1.700  0.21
H -1.290 -1.843 1.797  0.24
H 1.539 0.694 2.114  0.19
H -0.213 1.153 2.457  0.18
C 0.357 0.972 -1.776  -0.43
N 0.673 -0.441 -1.439  -0.71
H -0.714 1.121 -1.865  0.24
H 0.711 1.602 -0.963  0.23
H 0.850 1.294 -2.689  0.24
H 0.148 -1.085 -2.021  0.43
H 0.464 -0.600 -0.374  0.47
H 1.660 -0.629 -1.623  0.43

Version R
Molecular formula: C3H11N2
Method: DFT, ωB97M-V/def2-TZVPD

Results
- net charge = +1
- frontier orbital gap (eV) = 11.4
- spin multiplicity = 1
- molecular weight (g/mol) = 75.1

Last column: natural (NBO) charge in e.
Positions of all 16 atoms, in Å:
C -1.807 1.185 1.126  -0.41
N -0.684 1.127 0.092  -0.75
H -2.701 0.866 0.594  0.22
H -1.431 0.482 1.939  0.22
H -1.971 2.179 1.469  0.23
H -1.182 1.016 -0.775  0.41
H 0.293 0.358 0.114  0.44
H -0.314 2.074 0.073  0.42
C 1.780 -0.610 -1.264  -0.45
C 0.528 -1.740 0.363  0.06
N 1.149 -0.671 0.039  -0.45
H 1.346 0.249 -1.738  0.20
H 1.628 -1.537 -1.857  0.21
H 2.876 -0.547 -1.275  0.25
H 0.092 -1.763 1.341  0.19
H 0.396 -2.669 -0.241  0.20

Here are the energies relative to the best structure, in kcal/mol: version P 0.0; version Q 5.8; version R 22.2.